## 1
{"formula": "C4H5NO2", "method": "ωB97M-V/def2-TZVPD", "species": ["H", "H", "N", "H", "O", "C", "C", "O", "C", "H", "C", "H"], "xyz": [[1.5866, -1.7379, 0.3086], [-2.1948, -0.1744, 0.4757], [1.0473, 0.3393, 0.8920], [1.4602, 1.0608, 0.2614], [0.6684, -0.5724, -1.1738], [-1.1618, -0.2674, 0.1806], [-0.4095, 0.3126, -0.9708], [-0.4333, -1.3864, 0.5952], [0.8567, -0.9394, 0.1853], [-0.7892, 0.8127, -1.8404], [-0.1975, 0.9134, 0.4032], [-0.4911, 1.8459, 0.8550]], "smiles": "N1[C@@H]2O[C@@H]3[C@H]1[C@@H]3O2", "gap_ev": 10.649, "homo_energy_ha": -0.3553}


## 2
{"formula": "C4H5NO2", "method": "ωB97M-V/def2-TZVPD", "species": ["C", "C", "N", "H", "C", "C", "O", "H", "H", "O", "H", "H"], "xyz": [[-1.3498, 0.7736, 0.0151], [1.0028, -0.5579, 0.0980], [-0.2622, -0.1702, 0.3052], [-1.7778, 1.2457, 0.8995], [-1.4148, -0.6523, -0.3671], [2.1214, 0.3967, 0.3613], [1.9576, 1.5349, 0.7057], [-1.2494, 1.4079, -0.8506], [3.0992, -0.0823, 0.1894], [1.2545, -1.7087, -0.1946], [-2.0519, -1.2439, 0.2579], [-1.3296, -0.9435, -1.4197]], "smiles": "O=CC(=O)N1CC1", "gap_ev": 9.798, "homo_energy_ha": -0.3649}


## 3
{"formula": "C4H5NO2", "method": "ωB97M-V/def2-TZVPD", "species": ["H", "C", "H", "N", "C", "O", "C", "C", "H", "H", "O", "H"], "xyz": [[-1.1699, -1.9163, -0.9042], [1.8914, -0.1264, -0.0920], [-1.7868, 0.8296, 1.2241], [0.7083, 0.5981, 0.0808], [-1.7507, 0.4218, 0.2146], [1.9722, -1.3182, -0.3174], [-0.3369, -0.1607, 0.0093], [-0.6901, -1.4710, -0.0302], [-2.5802, -0.2897, 0.1049], [2.6575, 1.5506, 0.2120], [2.9770, 0.6524, 0.0288], [-1.8550, 1.2039, -0.5389]], "gap_ev": 8.802, "homo_energy_ha": -0.3525}


## 4
{"formula": "C4H5NO2", "method": "ωB97M-V/def2-TZVPD", "species": ["O", "C", "O", "H", "H", "C", "C", "H", "N", "H", "H", "C"], "xyz": [[-1.2496, -0.4771, 2.4097], [1.3099, 0.1812, -1.5647], [-1.6343, -0.8469, 0.1796], [2.3113, -0.0679, -1.2069], [1.2970, 1.2076, -1.9472], [0.3276, 0.0334, -0.4631], [-0.8610, -0.2274, 1.1439], [-0.5477, -0.1589, 2.9956], [0.5497, -0.2974, 0.7570], [1.0463, -0.4776, -2.4001], [-1.1627, 0.9385, 0.8343], [-1.1997, 0.3311, -0.5146]], "gap_ev": 8.760, "homo_energy_ha": -0.3377}


Least stable: 4